Entry 1:
DFT (ωB97M-V/def2-TZVPD) results for a structure of composition C17H13BrCl3CrGeN4O2.

Structure (XYZ):
```
42
Properties=species:S:1:pos:R:3
Cr 0.695 0.806 -0.664
Br -5.087 3.333 3.203
C -3.568 2.443 2.584
C -3.091 1.326 3.295
C -1.979 0.672 2.862
C -1.288 1.108 1.665
C -1.816 2.262 0.965
C -2.921 2.906 1.421
N -0.219 0.524 1.190
C 0.454 -0.491 1.900
C 1.673 -0.928 1.393
C 2.420 -1.959 1.997
C 3.588 -2.380 1.408
C 4.022 -1.766 0.239
C 3.257 -0.738 -0.303
N 2.127 -0.324 0.246
H -3.613 0.989 4.180
H -1.641 -0.192 3.409
H -1.306 2.628 0.087
H -3.296 3.775 0.900
H 0.083 -0.889 2.830
H 2.052 -2.411 2.908
H 4.163 -3.184 1.848
H 4.929 -2.075 -0.257
H 3.577 -0.221 -1.199
Cl 1.459 -0.199 -4.378
Ge 1.747 1.360 -2.850
Cl 3.873 1.784 -3.023
Cl 0.770 3.088 -3.734
O 0.562 -3.125 -1.310
C -0.217 -2.284 -1.682
C -1.433 -2.502 -2.587
C -2.158 -1.148 -2.605
C -1.176 -0.271 -1.883
O -1.201 0.975 -1.703
N -0.146 -0.935 -1.372
H -2.033 -3.327 -2.210
H -1.060 -2.784 -3.572
H -3.094 -1.163 -2.044
H -2.371 -0.753 -3.597
N 1.823 3.520 0.474
C 1.440 2.551 -0.031
```

Multiplicity: 6
Net charge: 0
Orbital gap (alpha / beta) in eV: 7.659 / 4.921
HOMO energy (alpha / beta) in eV: -7.784 / -8.815
LUMO level (alpha / beta) in eV: -0.12 / -3.89


Entry 2:
DFT (ωB97M-V/def2-TZVPD) results for a cluster of 18 separate species, C43H31Cl68F8O4P in total.

Structure (XYZ):
```
155
Properties=species:S:1:pos:R:3
C -1.249 3.847 -5.375
O -1.074 2.476 -5.099
C -0.866 2.212 -3.721
C -0.169 0.882 -3.598
C -0.034 0.360 -2.175
C 0.928 1.178 -1.273
C 2.351 0.649 -1.324
C 2.562 -0.569 -0.673
F 1.516 -1.176 -0.098
C 3.803 -1.195 -0.583
O 3.900 -2.368 0.087
C 4.420 -2.225 1.443
C 3.546 -2.860 2.512
C 2.322 -2.013 2.886
C 3.229 -4.339 2.224
C 4.454 -5.100 1.685
C 1.998 -4.583 1.361
C 4.883 -0.558 -1.209
C 4.707 0.667 -1.858
C 3.439 1.280 -1.950
C 3.267 2.582 -2.703
F 4.114 2.657 -3.755
F 2.045 2.663 -3.275
C 3.445 3.916 -1.851
F 4.375 4.714 -2.368
F 2.280 4.603 -1.902
C 3.718 3.715 -0.343
F 2.692 3.082 0.207
F 4.854 3.110 -0.077
F 3.796 4.940 0.219
C 5.966 1.263 -2.423
O 6.241 2.430 -2.362
C 6.910 0.281 -3.023
P 7.832 0.819 -4.491
C 6.546 1.220 -5.738
C 8.593 -0.740 -5.104
C 7.054 -0.900 -2.414
C 6.254 -1.185 -1.205
O 6.677 -1.856 -0.304
H -1.857 3.966 -6.268
H -1.730 4.379 -4.552
H -0.286 4.326 -5.578
H -1.847 2.166 -3.229
H -0.311 3.023 -3.244
H 0.792 0.879 -4.102
H -0.784 0.159 -4.141
H 0.348 -0.657 -2.214
H -1.009 0.362 -1.691
H 0.868 2.245 -1.438
H 0.592 1.014 -0.250
H 4.584 -1.167 1.644
H 5.378 -2.724 1.468
H 4.182 -2.859 3.402
H 2.048 -2.228 3.919
H 2.610 -0.962 2.854
H 1.455 -2.205 2.263
H 3.017 -4.799 3.194
H 4.327 -6.163 1.857
H 4.562 -4.877 0.625
H 5.340 -4.750 2.212
H 1.886 -5.647 1.164
H 1.118 -4.306 1.939
H 1.979 -4.005 0.441
H 6.262 2.266 -5.670
H 5.646 0.615 -5.638
H 6.945 1.042 -6.734
H 8.829 -0.611 -6.154
H 9.494 -0.915 -4.525
H 7.930 -1.596 -4.972
H 7.744 -1.653 -2.763
C 6.701 0.685 3.942
Cl 6.570 1.432 2.345
Cl 6.790 1.930 5.185
Cl 5.272 -0.324 4.229
Cl 8.148 -0.323 4.005
C -2.381 -4.679 1.186
Cl -1.515 -6.212 1.340
Cl -3.682 -4.855 0.001
Cl -3.067 -4.226 2.748
Cl -1.257 -3.427 0.646
C 2.175 -0.938 -6.616
Cl 0.749 -0.283 -7.418
Cl 2.804 0.259 -5.481
Cl 1.759 -2.405 -5.723
Cl 3.411 -1.315 -7.824
C -6.402 -4.366 4.848
Cl -5.088 -3.190 5.053
Cl -6.827 -5.037 6.423
Cl -7.795 -3.545 4.143
Cl -5.882 -5.661 3.769
C 3.488 -6.090 -5.701
Cl 4.453 -6.658 -4.336
Cl 1.835 -5.763 -5.156
Cl 4.204 -4.616 -6.357
Cl 3.449 -7.333 -6.956
C -8.909 0.447 3.777
Cl -10.367 1.400 4.084
Cl -7.737 1.412 2.875
Cl -8.206 -0.052 5.317
Cl -9.312 -0.971 2.806
C -6.935 3.965 -0.864
Cl -8.410 4.604 -1.594
Cl -5.748 5.252 -0.646
Cl -7.326 3.264 0.713
Cl -6.257 2.707 -1.904
C 2.773 3.973 4.312
Cl 2.993 4.595 2.683
Cl 3.662 2.449 4.429
Cl 3.380 5.083 5.543
Cl 1.047 3.681 4.590
C 0.072 -1.430 6.650
Cl -0.117 -1.273 8.401
Cl 0.793 -2.999 6.263
Cl -1.518 -1.309 5.884
Cl 1.116 -0.141 6.061
C -12.807 -0.614 0.028
Cl -12.550 0.235 -1.499
Cl -12.042 -2.207 -0.046
Cl -12.090 0.315 1.345
Cl -14.539 -0.806 0.313
C -6.003 5.862 -4.944
Cl -6.116 6.583 -6.554
Cl -5.809 7.146 -3.751
Cl -7.468 4.939 -4.593
Cl -4.617 4.768 -4.873
C -1.796 -3.918 -7.834
Cl -1.917 -3.184 -9.437
Cl -1.565 -2.650 -6.629
Cl -3.279 -4.811 -7.481
Cl -0.421 -5.024 -7.798
C 2.377 4.182 9.774
Cl 4.125 4.284 10.007
Cl 2.001 2.813 8.722
Cl 1.585 3.954 11.336
Cl 1.795 5.678 9.033
C -12.120 5.535 0.041
Cl -11.391 3.971 0.419
Cl -13.371 5.318 -1.186
Cl -12.841 6.215 1.504
Cl -10.883 6.641 -0.571
C -3.524 -8.978 3.571
Cl -2.193 -9.950 2.934
Cl -4.465 -8.327 2.222
Cl -4.565 -9.987 4.578
Cl -2.874 -7.653 4.538
C 1.065 -4.336 11.693
Cl 0.874 -3.352 10.236
Cl 1.231 -3.278 13.098
Cl -0.356 -5.366 11.897
Cl 2.507 -5.346 11.542
C -4.059 11.088 -2.696
Cl -5.498 11.700 -3.515
Cl -3.445 12.314 -1.584
Cl -4.476 9.629 -1.790
Cl -2.819 10.700 -3.891
```

Net charge: 0
Orbital gap in eV: 7.483
HOMO energy in eV: -8.503
LUMO level in eV: -1.02


Entry 3:
DFT (ωB97M-V/def2-TZVPD) results for a cluster of 2 separate species, C11H26FN2O5S in total.

Structure (XYZ):
```
46
Properties=species:S:1:pos:R:3
C -2.175 2.156 4.065
C -1.248 1.998 2.691
O -0.582 0.673 2.816
C -0.204 3.250 2.470
N 0.906 3.323 3.496
C 2.265 2.994 2.918
C 2.958 1.632 3.555
O 3.273 0.602 2.511
N 2.310 -0.333 2.596
C 2.307 -1.271 1.410
C 1.976 -0.569 -0.034
C 0.455 0.039 -0.175
F 2.939 0.475 -0.460
H -2.379 1.039 4.433
H -3.194 2.638 3.736
H -1.616 2.741 4.910
H -1.965 1.897 1.742
H 0.079 0.769 3.589
H 0.161 3.219 1.352
H -0.863 4.241 2.562
H 0.932 4.346 3.784
H 2.295 2.979 1.740
H 2.985 3.890 3.239
H 2.197 1.159 4.315
H 3.939 1.915 4.127
H 3.286 -1.948 1.330
H 1.425 -2.050 1.608
H 2.055 -1.438 -0.849
H 0.331 1.140 0.202
H -0.368 -0.672 0.293
H 0.212 0.063 -1.343
O -0.086 -3.869 -3.684
S -0.524 -2.626 -4.278
O -0.819 -1.454 -3.480
O -1.794 -2.925 -5.258
C -2.938 -3.567 -4.710
C -3.738 -2.625 -3.829
C 0.634 -2.156 -5.537
H -2.648 -4.471 -4.163
H -3.562 -3.885 -5.551
H -3.170 -2.336 -2.940
H -4.665 -3.099 -3.493
H -3.982 -1.705 -4.370
H 0.838 -3.018 -6.174
H 1.550 -1.829 -5.042
H 0.212 -1.332 -6.117
```

Net charge: -1
Orbital gap in eV: 2.771
HOMO energy in eV: -0.558
LUMO level in eV: 2.21


Entry 4:
DFT (ωB97M-V/def2-TZVPD) results for a structure of composition C13H17ClINO2PTi.

Structure (XYZ):
```
37
Properties=species:S:1:pos:R:3
C 4.755 3.483 2.113
C 3.401 3.355 2.518
H 5.287 4.148 2.842
H 4.741 3.961 1.099
H 5.217 2.466 2.087
O 2.332 3.148 2.909
I 3.227 -0.730 1.556
Ti 1.414 0.226 0.071
P -0.278 2.055 -0.634
C -1.959 2.177 0.072
C 0.414 3.744 -0.538
H 0.095 1.308 -2.893
H -0.875 2.810 -2.903
H -1.642 1.260 -2.462
C -0.718 1.847 -2.399
H 1.490 3.705 -0.749
H -0.055 4.400 -1.286
H -2.404 3.159 -0.144
H -1.956 2.019 1.154
H 0.277 4.180 0.459
H -2.582 1.404 -0.394
C 0.420 1.017 1.875
O -0.433 0.986 2.666
Cl 2.386 0.208 -1.966
N 0.186 -1.289 0.088
C -0.556 -2.215 0.147
C -1.295 -3.380 -0.078
C -1.138 -4.531 0.738
C -1.701 -5.749 0.356
C -2.473 -5.832 -0.809
C -2.726 -4.682 -1.564
C -2.161 -3.460 -1.197
H -0.545 -4.444 1.651
H -1.532 -6.641 0.971
H -2.887 -6.797 -1.112
H -3.357 -4.752 -2.453
H -2.369 -2.566 -1.792
```

Net charge: +3
Orbital gap in eV: 5.845
HOMO energy in eV: -17.896
LUMO level in eV: -12.05